## w
{"formula": "C2H3BrOS", "method": "ωB97M-V/def2-TZVPD", "species": ["O", "C", "Br", "H", "C", "S", "H", "H"], "coordinates": [[-0.7413, -1.3616, 0.1532], [-1.7153, -0.8612, -0.2632], [-1.6930, 1.0602, -0.3121], [-2.5573, -1.2918, -0.7094], [1.6312, 0.5483, 0.3553], [2.0297, 1.5593, -0.7732], [1.8221, -0.5149, 0.3002], [1.2239, 0.8617, 1.2492]], "nbo_charge": [-0.47, 0.36, -0.05, 0.16, -0.46, 0.09, 0.19, 0.18], "e_homo_ha": -0.3172, "gap_ev": 8.61, "smiles": "O=CBr.C=S"}

## x
{"formula": "C2H3BrOS", "method": "ωB97M-V/def2-TZVPD", "species": ["C", "C", "O", "S", "Br", "H", "H", "H"], "coordinates": [[-0.7267, -0.8275, 0.6467], [0.7836, 0.5383, -0.6103], [0.2308, -0.6717, -0.1943], [-1.3682, -2.2247, 1.0359], [-1.5355, 0.7795, 1.4253], [-0.0186, 1.2107, -0.3854], [0.8896, 0.4010, -1.7108], [1.7450, 0.7945, -0.2071]], "nbo_charge": [0.11, -0.26, -0.48, 0.03, 0.00, 0.20, 0.20, 0.20], "e_homo_ha": -0.3297, "gap_ev": 9.28}

Most stable structure: x

## w
{"formula": "C3H9NS2", "method": "ωB97M-V/def2-TZVPD", "species": ["C", "C", "N", "H", "H", "H", "H", "H", "C", "S", "S", "H", "H", "H", "H"], "coordinates": [[-2.6427, -0.3210, 0.3572], [-2.1042, -0.1978, 1.5584], [-1.3487, -1.1982, 2.2008], [-2.4914, -1.1998, -0.2594], [-3.5086, 0.2793, 0.1172], [-2.1039, 0.7519, 2.0802], [-1.6892, -2.0951, 1.8790], [-1.4735, -1.1292, 3.1998], [2.9707, -0.1231, -1.5239], [2.3284, 1.2527, -0.4890], [2.0600, 2.7389, -1.8555], [3.8195, 0.2305, -2.0830], [2.0960, -0.5319, -2.0196], [3.2316, -0.8865, -0.7851], [0.8559, 2.4293, -2.3771]], "nbo_charge": [-0.53, 0.02, -0.81, 0.19, 0.21, 0.19, 0.37, 0.37, -0.73, 0.08, -0.14, 0.23, 0.22, 0.22, 0.12], "e_homo_ha": -0.3098, "gap_ev": 9.19, "smiles": "C=CN.CSS"}

## x
{"formula": "C3H9NS2", "method": "ωB97M-V/def2-TZVPD", "species": ["C", "C", "N", "H", "H", "H", "H", "H", "C", "S", "S", "H", "H", "H", "H"], "coordinates": [[1.1623, 1.0300, -0.7152], [1.5831, 1.1456, 0.5418], [1.7293, 0.1582, 1.4683], [1.1262, 1.8633, -1.3196], [0.7337, 0.1732, -1.2302], [2.0711, 2.0982, 0.8136], [0.9270, 0.1505, 2.1207], [2.6235, -0.0779, 1.8491], [-1.4960, -1.6405, -1.2888], [-1.8505, 0.1416, -1.0611], [-2.4903, -0.0155, 1.0015], [-0.4511, -2.0374, -1.3887], [-1.7446, -2.0200, -0.2277], [-2.1801, -1.9360, -2.1162], [-1.7434, 0.9665, 1.5526]], "nbo_charge": [-0.38, -0.03, -0.89, 0.19, 0.19, 0.15, 0.38, 0.38, -0.78, 0.10, -0.16, 0.23, 0.25, 0.23, 0.14], "e_homo_ha": -0.3113, "gap_ev": 8.62, "smiles": "C=CN.CSS"}

Most stable structure: w

## w
{"formula": "C3H9NS2", "method": "ωB97M-V/def2-TZVPD", "species": ["N", "C", "C", "C", "S", "S", "H", "H", "H", "H", "H", "H", "H", "H", "H"], "coordinates": [[1.8873, -0.7516, -0.2145], [0.8817, 0.3140, -0.0968], [-0.6581, 0.2165, 0.5233], [-0.3708, -0.1431, -0.9299], [-1.0688, 3.1502, -0.2870], [0.0741, -2.7337, 0.5682], [0.2226, -3.6603, -0.3407], [2.7500, -0.5021, 0.2463], [1.2801, 1.2766, -0.3741], [1.1402, 0.8629, 1.6267], [-1.0046, 1.2779, 0.6152], [-1.3417, -0.5348, 1.0128], [-0.6127, 0.5268, -1.6627], [-0.2864, -1.1971, -1.3468], [1.4405, -1.7773, 0.2444]], "nbo_charge": [-0.82, -0.17, -0.29, -0.35, -0.12, -0.70, 0.13, 0.35, 0.27, 0.31, 0.19, 0.33, 0.23, 0.30, 0.35], "e_homo_ha": -0.2851, "gap_ev": 3.57}

## x
{"formula": "C3H9NS2", "method": "ωB97M-V/def2-TZVPD", "species": ["C", "S", "S", "C", "C", "N", "H", "H", "H", "H", "H", "H", "H", "H", "H"], "coordinates": [[2.4695, -1.5251, -1.7202], [1.8147, -0.7118, -0.1150], [0.0809, 0.2841, -1.0481], [-0.2385, 1.3925, 0.4333], [-1.2391, 0.5728, 1.3259], [-2.4899, 0.2369, 0.6914], [1.7984, -1.1376, -2.4743], [3.4633, -1.0923, -1.7463], [2.4085, -2.5817, -1.5160], [-0.7023, 2.3238, 0.0998], [0.6750, 1.4682, 1.0068], [-1.2422, 0.8066, 2.4011], [-0.7674, -0.4271, 1.3646], [-3.0543, 0.9787, 0.3123], [-2.9765, -0.5881, 0.9848]], "nbo_charge": [-0.68, -0.01, 0.06, -0.51, -0.24, -0.87, 0.23, 0.22, 0.22, 0.22, 0.23, 0.17, 0.19, 0.36, 0.38], "e_homo_ha": -0.2880, "gap_ev": 8.19, "smiles": "CSSCCN"}

## y
{"formula": "C3H9NS2", "method": "ωB97M-V/def2-TZVPD", "species": ["C", "C", "N", "H", "H", "H", "H", "H", "C", "S", "S", "H", "H", "H", "H"], "coordinates": [[1.4160, -1.3184, 0.0694], [1.8867, -0.3270, -0.6777], [1.6261, -0.1560, -2.0764], [0.4295, -1.7547, -0.0244], [2.0477, -1.9104, 0.8515], [2.8405, 0.1606, -0.4541], [0.6648, -0.4334, -2.2964], [1.7612, 0.8145, -2.4088], [-1.8684, -0.2058, 1.4375], [-2.1147, 1.5876, 1.9539], [-1.1839, 2.3359, 0.2118], [-2.2588, -0.8228, 2.2535], [-2.2768, -0.3845, 0.4190], [-0.7784, -0.3219, 1.3669], [-2.1916, 2.7363, -0.6258]], "nbo_charge": [-0.52, 0.00, -0.80, 0.19, 0.22, 0.18, 0.36, 0.37, -0.72, 0.08, -0.17, 0.22, 0.22, 0.23, 0.13], "e_homo_ha": -0.3132, "gap_ev": 8.81, "smiles": "C=CN.CSS"}

Most stable structure: x

## w
{"formula": "C3H9NS2", "method": "ωB97M-V/def2-TZVPD", "species": ["C", "C", "N", "C", "S", "S", "H", "H", "H", "H", "H", "H", "H", "H", "H"], "coordinates": [[-0.4217, -1.1861, 0.6949], [-0.8104, -0.0433, -0.2473], [-0.8732, -0.5483, -1.7338], [-0.2326, 1.3967, -0.1446], [1.1207, 1.7862, 1.1196], [2.6999, 0.5305, 1.8373], [0.0696, -0.6663, 1.5315], [0.4579, -1.7357, 0.3845], [-1.3020, -1.8170, 0.8571], [-1.8806, 0.0161, -0.2601], [-0.0596, -1.1870, -1.7203], [-0.3269, 0.1912, -2.1967], [-1.1827, 1.8987, 0.0826], [0.1097, 1.7944, -1.1052], [2.6318, -0.4301, 0.9007]], "nbo_charge": [-0.64, -0.08, -0.80, -0.51, -0.01, -0.10, 0.23, 0.20, 0.24, 0.20, 0.33, 0.33, 0.25, 0.22, 0.13], "e_homo_ha": -0.3100, "gap_ev": 8.10, "smiles": "C[C@H](N)CSS"}

## x
{"formula": "C3H9NS2", "method": "ωB97M-V/def2-TZVPD", "species": ["C", "S", "S", "C", "C", "N", "H", "H", "H", "H", "H", "H", "H", "H", "H"], "coordinates": [[2.8892, 1.4499, 0.6883], [1.4221, 0.7321, 1.3892], [1.2187, -1.0380, 0.5082], [-0.2544, -0.9723, -0.7531], [-1.7450, -0.9131, 0.1335], [-2.8251, -0.3871, -0.6804], [3.8140, 1.2554, 1.2547], [2.6937, 1.0002, -0.2949], [2.7300, 2.4473, 0.5208], [-0.1651, -1.7130, -1.4813], [-0.2156, 0.0296, -1.1232], [-1.5955, -0.1775, 1.0293], [-1.8842, -1.7690, 0.6467], [-3.4127, 0.1696, -0.1865], [-2.6700, -0.1140, -1.6514]], "nbo_charge": [-0.77, 0.10, 0.03, -0.49, -0.18, -0.87, 0.23, 0.24, 0.22, 0.21, 0.20, 0.17, 0.17, 0.36, 0.38], "e_homo_ha": -0.3160, "gap_ev": 9.44, "smiles": "CSSCCN"}

Most stable structure: x